No. 1
Molecular formula: C11H25N3O10
Method: DFT, ωB97M-V/def2-TZVPD

The geometry in XYZ format:
```
49
Properties=species:S:1:pos:R:3
C 6.365 -12.366 9.436
N 7.036 -11.377 8.580
O 7.841 -11.763 7.755
O 6.676 -10.216 8.690
H 5.400 -12.566 8.978
H 6.229 -11.870 10.396
H 6.894 -13.289 9.643
C 3.340 -4.882 3.737
N 3.102 -3.497 3.315
O 2.901 -3.252 2.154
O 3.135 -2.660 4.189
H 3.055 -5.545 2.927
H 2.928 -5.091 4.713
H 4.429 -4.950 3.798
C 4.209 -9.223 7.403
N 4.190 -7.791 7.025
O 3.951 -7.562 5.856
O 4.311 -6.947 7.875
H 3.181 -9.568 7.465
H 4.697 -9.445 8.347
H 4.739 -9.705 6.591
O 5.447 -12.841 4.602
C 4.468 -12.172 4.752
O 3.373 -12.574 5.427
C 3.341 -13.943 5.861
C 2.665 -13.996 7.202
C 4.326 -10.743 4.249
H 4.341 -14.376 5.895
H 2.835 -14.499 5.067
H 1.589 -13.827 7.220
H 3.176 -13.342 7.912
H 2.769 -14.978 7.679
H 5.221 -10.160 4.463
H 3.505 -10.228 4.735
H 4.252 -10.854 3.168
O 3.570 -12.742 11.224
C 3.223 -11.814 11.911
O 2.085 -11.138 11.751
C 1.269 -11.545 10.667
C 1.814 -10.968 9.366
C 4.000 -11.282 13.099
H 0.257 -11.188 10.839
H 1.172 -12.624 10.525
H 1.303 -11.353 8.485
H 2.891 -11.117 9.315
H 1.645 -9.886 9.368
H 4.776 -10.585 12.786
H 4.470 -12.080 13.667
H 3.265 -10.767 13.716
```

Values from the calculation:
electronic energy: -36749.472 eV
ΔE to the lowest compared entry with this formula, charge and spin: 24.9 kJ/mol
lowest unoccupied orbital energy: -0.063 eV
SMILES: C[N+](=O)[O-].C[N+](=O)[O-].C[N+](=O)[O-].CCOC(C)=O.CCOC(C)=O
net charge: 0

Here are the Mulliken charges for atoms 1 to 5, given in e:
1 C -0.289
2 N 0.959
3 O -0.536
4 O -0.581
5 H -0.107

No. 2
Molecular formula: CH2IO2P
Method: DFT, ωB97M-V/def2-TZVPD

The geometry in XYZ format:
```
7
Properties=species:S:1:pos:R:3
C 1.001 0.018 -1.488
O -1.290 1.391 2.339
O 1.069 -0.091 -0.292
P -0.677 0.109 2.458
I -1.879 -1.580 1.124
H -0.020 -0.003 -1.830
H 1.796 0.156 -2.311
```

Values from the calculation:
electronic energy: -22550.652 eV
ΔE to the lowest compared entry with this formula, charge and spin: 82.2 kJ/mol
2S+1: 3
lowest unoccupied orbital energy (alpha / beta): 0.211 / -3.507 eV
net charge: 0

Here are the Mulliken charges for atoms 1 to 5, given in e:
1 C -0.065
2 O -0.322
3 O -0.329
4 P 0.226
5 I 0.079

No. 3
Molecular formula: C42H104N8O8
Method: DFT, ωB97M-V/def2-TZVPD

The geometry in XYZ format:
```
162
Properties=species:S:1:pos:R:3
C -4.487 -1.507 4.888
C -4.301 -2.412 3.567
C -3.213 -1.911 2.568
O -3.390 -0.595 2.238
C -4.535 -0.471 1.431
N -4.108 -3.828 3.677
H -5.295 -1.897 5.525
H -4.691 -0.501 4.584
H -3.534 -1.554 5.442
H -5.256 -2.237 3.034
H -3.181 -2.635 1.777
H -2.204 -2.039 2.959
H -5.515 -0.913 1.737
H -4.301 -0.998 0.483
H -4.607 0.556 1.094
H -3.392 -3.982 4.419
H -4.961 -4.219 4.055
C 6.041 -1.558 -2.221
C 5.212 -2.659 -1.752
C 5.818 -4.019 -1.883
O 6.029 -4.220 -3.248
C 6.576 -5.499 -3.459
N 5.049 -2.477 -0.300
H 6.449 -1.598 -3.224
H 6.862 -1.387 -1.555
H 5.417 -0.642 -2.218
H 4.244 -2.595 -2.244
H 5.083 -4.729 -1.494
H 6.758 -4.184 -1.362
H 5.957 -6.300 -3.071
H 7.605 -5.615 -3.024
H 6.627 -5.629 -4.543
H 5.986 -2.313 0.143
H 4.577 -1.630 -0.007
C 1.706 -3.687 4.907
C 1.032 -4.242 3.627
C -0.461 -4.047 3.571
O -1.082 -4.630 4.742
C -1.604 -5.932 4.510
N 1.703 -3.561 2.474
H 1.545 -2.627 4.854
H 2.729 -3.899 4.822
H 1.194 -4.148 5.762
H 1.214 -5.380 3.706
H -0.757 -4.618 2.606
H -0.708 -2.989 3.597
H -0.783 -6.570 4.131
H -2.368 -5.826 3.689
H -2.039 -6.371 5.394
H 1.365 -3.989 1.588
H 2.709 -3.722 2.521
C 3.515 3.586 -4.863
C 2.154 3.262 -4.349
C 1.937 3.348 -2.822
O 2.912 2.622 -2.083
C 3.464 3.159 -0.969
N 1.095 4.037 -4.947
H 3.797 4.575 -4.567
H 3.509 3.543 -5.985
H 4.226 2.858 -4.454
H 1.934 2.252 -4.643
H 0.905 3.097 -2.583
H 2.097 4.380 -2.560
H 2.755 3.764 -0.371
H 4.285 3.846 -1.292
H 3.849 2.396 -0.263
H 0.955 3.814 -5.913
H 1.267 5.055 -4.846
C 0.913 1.352 3.202
C -0.546 0.829 3.317
C -0.937 0.883 4.777
O 0.007 0.231 5.632
C -0.448 0.158 6.941
N -1.405 1.716 2.581
H 1.055 1.506 2.117
H 1.544 0.578 3.623
H 1.032 2.293 3.747
H -0.645 -0.224 3.019
H -1.919 0.395 4.872
H -0.969 1.934 5.103
H -1.419 -0.439 7.008
H -0.547 1.095 7.493
H 0.233 -0.456 7.539
H -2.246 1.176 2.313
H -0.908 1.856 1.679
C 1.835 -1.283 -1.035
C 0.840 -0.390 -0.319
C -0.103 0.214 -1.324
O -0.996 1.110 -0.695
C -1.586 1.931 -1.746
N 0.107 -1.232 0.605
H 2.334 -0.676 -1.756
H 1.329 -2.111 -1.510
H 2.529 -1.771 -0.373
H 1.307 0.414 0.213
H -0.662 -0.576 -1.873
H 0.542 0.776 -2.011
H -0.830 2.567 -2.198
H -2.373 2.554 -1.350
H -2.069 1.340 -2.490
H -0.628 -0.790 1.163
H 0.699 -1.753 1.244
C -0.614 -0.290 -5.224
C 0.511 -1.246 -5.628
C 1.149 -1.763 -4.344
C 2.004 -2.974 -4.549
C 1.101 -4.071 -5.204
C 0.543 -3.697 -6.546
N -0.121 -2.375 -6.334
O -0.849 -1.883 -7.437
C 1.568 -3.790 -7.659
C -0.522 -4.714 -6.873
C 1.444 -0.393 -6.526
H -1.085 0.203 -6.117
H -0.194 0.491 -4.524
H -1.380 -0.844 -4.636
H 1.713 -1.045 -3.813
H 0.326 -1.998 -3.692
H 2.636 -3.159 -3.640
H 2.809 -2.621 -5.220
H 0.277 -4.027 -4.493
H 1.634 -5.056 -5.200
H 1.725 -4.814 -7.927
H 1.209 -3.177 -8.503
H 2.517 -3.382 -7.411
H -0.892 -4.723 -7.894
H -0.244 -5.786 -6.685
H -1.312 -4.359 -6.196
H 1.938 0.397 -5.959
H 0.791 0.078 -7.323
H 2.198 -0.903 -7.059
H -0.287 -1.677 -8.138
C -4.867 4.101 4.639
C -4.210 4.708 3.430
C -4.938 6.029 3.089
C -4.125 6.956 2.193
C -2.853 7.289 2.881
C -1.997 6.053 3.254
N -2.898 5.023 3.900
O -2.252 3.867 4.279
C -1.358 5.392 1.983
C -0.869 6.401 4.234
C -4.300 3.797 2.212
H -4.534 3.080 4.856
H -6.018 4.140 4.509
H -4.659 4.651 5.585
H -5.886 5.737 2.659
H -5.250 6.536 4.004
H -4.549 7.898 1.984
H -3.952 6.439 1.222
H -3.133 7.847 3.789
H -2.252 7.921 2.183
H -1.971 5.194 1.104
H -0.641 6.025 1.509
H -0.726 4.488 2.198
H -0.100 7.076 3.820
H -1.314 6.843 5.106
H -0.274 5.540 4.671
H -5.290 3.369 2.223
H -3.503 3.077 1.999
H -4.397 4.411 1.260
H -1.915 3.341 3.461
```

Values from the calculation:
electronic energy: -73533.522 eV
ΔE to the lowest compared entry with this formula, charge and spin: 316.0 kJ/mol
lowest unoccupied orbital energy: 0.569 eV
SMILES: CC1(C)CCCC(C)(C)N1O.CC1(C)CCCC(C)(C)N1O.COC[C@H](C)N.COC[C@H](C)N.COC[C@H](C)N.COC[C@H](C)N.COC[C@H](C)N.COC[C@H](C)N
net charge: 0

Here are the Mulliken charges for atoms 1 to 5, given in e:
1 C -1.119
2 C 0.075
3 C 0.565
4 O 0.423
5 C -1.008

No. 4
Molecular formula: C8H16N2O
Method: DFT, ωB97M-V/def2-TZVPD

The geometry in XYZ format:
```
27
Properties=species:S:1:pos:R:3
C -2.812 0.298 0.172
C -3.039 -1.108 0.677
C -3.921 -0.553 -0.385
C 3.928 -1.507 -0.523
C 3.332 -0.438 0.392
C 2.149 0.284 -0.251
C 1.564 1.353 0.676
C 0.430 2.057 0.072
H -0.876 0.561 -0.086
H -1.810 1.315 -1.202
H -3.146 1.098 0.854
H -3.486 -1.224 1.665
H -2.304 -1.868 0.396
H -3.783 -0.929 -1.405
H -5.543 0.461 -0.511
H 4.770 -2.002 -0.053
H 4.282 -1.065 -1.462
H 3.180 -2.273 -0.772
H 4.098 0.298 0.651
H 3.007 -0.896 1.332
H 2.461 0.754 -1.190
H 1.367 -0.444 -0.509
H 2.314 2.101 0.935
H 1.218 0.911 1.614
N -1.664 0.500 -0.657
N -0.470 2.608 -0.425
O -5.242 -0.294 -0.007
```

Values from the calculation:
electronic energy: -13581.162 eV
ΔE to the lowest compared entry with this formula, charge and spin: 229.5 kJ/mol
lowest unoccupied orbital energy: 0.730 eV
SMILES: N[C@@H]1C[C@H]1O.CCCCC#N
net charge: 0

Here are the Mulliken charges for atoms 1 to 5, given in e:
1 C -0.057
2 C -0.738
3 C -0.143
4 C -1.272
5 C -0.363

No. 5
Molecular formula: C5H6N2O2
Method: DFT, ωB97M-V/def2-TZVPD

The geometry in XYZ format:
```
15
Properties=species:S:1:pos:R:3
C -1.025 -0.406 0.122
C 0.665 -2.450 -0.986
C 1.302 0.005 -0.336
C -2.203 0.075 0.564
C 0.133 1.749 0.580
N 1.411 -1.499 -0.879
N 0.077 0.437 -0.145
O -0.035 -3.350 -0.875
O 2.377 0.534 -0.268
H -2.501 1.009 0.879
H -2.991 -0.715 0.509
H 0.208 1.496 1.594
H 1.059 2.246 0.245
H -0.741 2.353 0.315
H 2.262 -1.484 -1.321
```

Values from the calculation:
electronic energy: -12352.512 eV
ΔE to the lowest compared entry with this formula, charge and spin: 492.9 kJ/mol
lowest unoccupied orbital energy (alpha / beta): -0.507 / -0.508 eV
net charge: 0

Here are the Mulliken charges for atoms 1 to 5, given in e:
1 C -0.278
2 C 0.702
3 C 0.574
4 C -1.037
5 C -1.136

Number 1: largest force on an atom 1.7 eV Å⁻¹. Number 2: largest force on an atom 4.9 eV Å⁻¹. Number 3: largest force on an atom 3.3 eV Å⁻¹. Number 4: largest force on an atom 3.4 eV Å⁻¹. Number 5: largest force on an atom 5.4 eV Å⁻¹.